[1]
{"formula": "C40H37Co2N3O5P", "method": "wB97M-V/def2-TZVPD", "total_energy_ha": -5193.70885, "e_above_lowest_ev": 0.624, "orbital_gap_ev": 4.65, "charge": -1, "spin_multiplicity": 1, "species": ["C", "N", "C", "C", "C", "N", "C", "C", "C", "N", "C", "H", "H", "H", "H", "H", "H", "H", "H", "H", "H", "H", "H", "H", "H", "H", "O", "C", "Co", "C", "O", "C", "O", "C", "C", "C", "C", "C", "C", "C", "C", "C", "Co", "C", "O", "C", "O", "P", "C", "C", "C", "C", "C", "C", "C", "C", "C", "C", "C", "C", "C", "C", "C", "C", "C", "C", "H", "H", "H", "H", "H", "H", "H", "H", "H", "H", "H", "H", "H", "H", "H", "H", "H", "H", "H", "H", "H", "H"], "positions_angstrom": [[1.14054, -1.72848, -3.50003], [-0.00006, -1.64847, -4.35298], [0.25276, -1.49029, -5.74825], [-0.88234, -2.11391, -6.51563], [-2.16426, -1.47707, -6.09967], [-2.28151, -1.35406, -4.65936], [-3.64130, -1.06305, -4.19651], [-3.57927, -0.61250, -2.76268], [-2.68866, -1.53746, -1.96385], [-1.36411, -1.74086, -2.49602], [-1.24612, -1.56868, -3.80210], [0.90832, -2.41535, -2.68932], [1.97074, -2.16125, -4.05340], [1.41535, -0.75273, -3.09096], [0.34002, -0.41576, -6.01371], [1.20361, -1.99657, -5.98809], [-0.71185, -1.96274, -7.58298], [-0.91135, -3.19190, -6.30997], [-2.24560, -0.46217, -6.50956], [-3.01532, -2.08511, -6.41660], [-4.08291, -0.28342, -4.82589], [-4.26537, -1.96702, -4.29249], [-3.22691, 0.41546, -2.66755], [-4.58702, -0.69050, -2.35587], [-2.67419, -1.19174, -0.92592], [-3.19265, -2.52429, -1.95973], [0.30338, -3.36655, 4.58369], [0.40486, -2.68001, 3.64580], [0.23063, -1.50097, 2.35014], [-1.40505, -1.76922, 1.74782], [-2.50124, -1.98998, 1.46714], [-0.28854, -0.37536, 3.66320], [-0.80457, 0.07833, 4.59370], [1.86880, -1.47010, 1.49863], [0.88863, -2.10768, 0.74897], [0.43985, -2.64461, -0.41646], [0.25380, -4.08047, -0.50052], [1.11528, -4.97378, 0.17361], [0.85910, -6.34236, 0.20976], [-0.25722, -6.86678, -0.46159], [-1.19190, -5.98761, -1.03847], [-0.86723, -4.64089, -1.16313], [1.44546, 0.38015, 1.17501], [0.49871, 0.60728, -0.28074], [-0.17412, 0.78927, -1.21911], [3.15727, 0.64155, 0.99648], [4.30489, 0.84999, 0.99233], [0.97215, 2.20323, 2.14930], [-0.74134, 2.83849, 2.05530], [-0.96154, 4.21517, 2.24082], [-2.23899, 4.76380, 2.10609], [-3.31932, 3.94007, 1.76616], [-3.11065, 2.56895, 1.58441], [-1.83254, 2.01263, 1.73567], [1.48047, 2.28058, 3.90904], [0.69452, 2.95639, 4.84924], [1.07971, 2.98165, 6.19529], [2.29933, 2.42065, 6.58727], [3.10015, 1.76937, 5.64365], [2.71349, 1.73111, 4.30047], [1.92939, 3.59066, 1.41163], [2.84755, 4.34095, 2.16134], [3.60666, 5.34493, 1.55499], [3.45429, 5.62657, 0.19391], [2.53068, 4.89082, -0.55587], [1.76733, 3.88772, 0.04875], [2.84229, -1.87481, 1.79769], [0.07202, -1.97263, -1.23354], [1.99340, -4.54303, 0.63012], [1.52414, -7.01637, 0.76275], [-0.41034, -7.95546, -0.53696], [-2.16309, -6.38284, -1.40419], [-1.50397, -3.97814, -1.75121], [-0.12278, 4.87270, 2.47858], [-2.38685, 5.83425, 2.26241], [-4.31761, 4.37030, 1.64028], [-3.95337, 1.92345, 1.32035], [-1.68787, 0.93486, 1.59791], [-0.20878, 3.48698, 4.53754], [0.42318, 3.44552, 6.93561], [2.61316, 2.49880, 7.63020], [4.03402, 1.29514, 5.93973], [3.38664, 1.30692, 3.55447], [2.99150, 4.14253, 3.22278], [4.33094, 5.89798, 2.15378], [4.06348, 6.40174, -0.28101], [2.40820, 5.08584, -1.62212], [1.04904, 3.33229, -0.55976]], "mulliken_charge": [-0.582, 0.239, -0.592, -0.689, -0.815, 0.302, -0.837, -0.863, -0.483, 0.337, 0.080, 0.008, 0.427, 0.137, 0.266, 0.336, 0.383, 0.296, 0.352, 0.337, 0.399, 0.337, 0.337, 0.422, -0.307, 0.494, -0.449, 0.028, 0.283, 0.200, -0.425, 0.705, -0.443, -1.278, -0.604, 0.739, 0.930, -0.539, -0.665, -0.465, -0.637, -0.301, 0.550, 0.049, -0.552, 0.020, -0.529, 1.502, 0.076, -0.531, -0.721, -0.533, -0.822, 0.495, -0.119, -0.265, -0.668, -0.555, -0.730, -0.256, 0.321, -0.106, -0.688, -0.509, -0.671, -0.355, 0.581, 0.093, 0.422, 0.322, 0.319, 0.340, 0.193, 0.471, 0.382, 0.365, 0.442, -0.281, 0.316, 0.364, 0.340, 0.398, 0.335, 0.279, 0.395, 0.349, 0.395, 0.379]}

[2]
{"formula": "C40H37CuN2OTe", "method": "wB97M-V/def2-TZVPD", "total_energy_ha": -3639.72561, "orbital_gap_ev": [6.52, 6.24], "charge": -1, "spin_multiplicity": 2, "species": ["Cu", "C", "C", "C", "C", "C", "C", "C", "C", "C", "C", "C", "C", "C", "C", "C", "N", "H", "H", "H", "H", "H", "H", "H", "H", "H", "H", "C", "C", "C", "C", "C", "C", "Te", "N", "C", "O", "C", "C", "C", "C", "C", "C", "C", "C", "C", "C", "C", "C", "C", "C", "C", "C", "C", "C", "H", "H", "H", "H", "H", "H", "H", "H", "H", "H", "H", "H", "H", "H", "H", "H", "H", "H", "H", "H", "H", "H", "H", "H", "H", "H", "H"], "positions_angstrom": [[0.66318, 0.26946, -2.11393], [-3.16435, 2.10073, -3.11887], [-2.74916, 3.42539, -3.00898], [-1.39909, 3.69432, -2.88131], [-0.47489, 2.64323, -2.84805], [-0.85944, 1.28772, -2.88300], [-2.23576, 1.07034, -3.05261], [0.99076, 2.94322, -2.78337], [1.49255, 4.28327, -2.74959], [2.82406, 4.50972, -2.71845], [3.72719, 3.41918, -2.75090], [5.13411, 3.57450, -2.75803], [5.94793, 2.48410, -2.83464], [5.38433, 1.18603, -2.90991], [4.03248, 1.01262, -2.89117], [3.16852, 2.13075, -2.80300], [1.81441, 1.91879, -2.79082], [-4.22135, 1.87838, -3.23035], [-3.46882, 4.23458, -3.02096], [-1.08317, 4.72767, -2.80362], [-2.60811, 0.05152, -3.11576], [0.80218, 5.11214, -2.74863], [3.21294, 5.52261, -2.68136], [5.55067, 4.57409, -2.70031], [7.02363, 2.60636, -2.83462], [6.03053, 0.32037, -2.96895], [3.58901, 0.02627, -2.92973], [-5.40081, 2.10903, 4.90745], [-4.32170, 1.60719, 3.98148], [-4.63283, 0.83838, 2.86687], [-3.65126, 0.36364, 1.99909], [-4.08414, -0.45962, 0.80900], [-2.30171, 0.65541, 2.25703], [-0.78424, 0.19447, 0.71873], [1.20704, -0.45338, -0.47038], [2.19852, -0.89906, 0.28310], [2.33022, -0.93427, 1.51568], [3.35223, -1.49975, -0.51151], [3.15135, -2.33202, -1.61003], [4.23334, -2.91087, -2.26603], [5.52974, -2.64992, -1.83576], [5.73250, -1.82004, -0.73770], [4.64884, -1.26226, -0.07379], [-1.10328, -1.89001, 1.00920], [-1.55766, -2.68938, -0.04316], [-1.88332, -2.17263, -1.42410], [-1.76302, -4.05414, 0.17942], [-1.53172, -4.64292, 1.40732], [-1.75544, -6.11761, 1.62522], [-1.06098, -3.83432, 2.43636], [-0.82716, -2.47490, 2.26318], [-0.24773, -1.70302, 3.42039], [-1.97348, 1.43430, 3.37674], [-0.54991, 1.79766, 3.74867], [-2.98750, 1.89552, 4.21871], [-6.39256, 1.91352, 4.49772], [-5.31186, 3.18442, 5.07457], [-5.34400, 1.62335, 5.88463], [-5.67397, 0.60892, 2.65615], [-5.17167, -0.45524, 0.71745], [-3.75052, -1.49620, 0.90512], [-3.65391, -0.07290, -0.11931], [2.13629, -2.52731, -1.93582], [4.06488, -3.56510, -3.11326], [6.37559, -3.09807, -2.34498], [6.73935, -1.61600, -0.39232], [4.78805, -0.64101, 0.80169], [-1.52136, -1.16283, -1.60243], [-2.96719, -2.17077, -1.57767], [-1.44451, -2.82481, -2.18234], [-2.11619, -4.66561, -0.64711], [-2.16566, -6.59035, 0.73199], [-2.45031, -6.29401, 2.44938], [-0.82139, -6.62675, 1.87394], [-0.84792, -4.27768, 3.40555], [0.05633, -2.39159, 4.21020], [-0.97665, -1.00487, 3.83590], [0.62600, -1.13604, 3.09113], [0.17228, 1.46328, 3.00855], [-0.27722, 1.34028, 4.70348], [-0.44385, 2.87940, 3.86549], [-2.71829, 2.50110, 5.08204]], "mulliken_charge": [-1.364, -0.601, -0.877, -0.530, 0.878, -0.229, 0.217, 1.582, -0.732, -1.004, 1.318, -0.738, -0.650, -0.394, -0.597, -0.123, -0.279, 0.388, 0.368, 0.253, 0.294, 0.307, 0.391, 0.369, 0.376, 0.457, 0.411, -1.560, 0.769, -0.947, 0.745, -0.966, -0.475, 0.148, 0.696, 0.021, -0.703, 0.324, -0.112, -0.575, -0.417, -0.613, -0.493, 0.446, 0.447, -0.907, -1.052, 0.939, -1.567, -0.929, 1.228, -1.371, 1.396, -1.992, -0.689, 0.336, 0.355, 0.300, 0.236, 0.355, 0.208, 0.009, 0.384, 0.386, 0.384, 0.375, 0.436, -0.744, 0.370, 0.575, 0.291, 0.352, 0.336, 0.327, 0.358, 0.417, 0.119, 0.183, 0.159, 0.338, 0.488, 0.381]}

[3]
{"formula": "C40H37GeIN4O2STc", "method": "wB97M-V/def2-TZVPD", "total_energy_ha": -4769.37464, "e_above_lowest_ev": 0.478, "orbital_gap_ev": 7.09, "charge": 1, "spin_multiplicity": 1, "species": ["Tc", "O", "C", "C", "C", "C", "C", "C", "C", "N", "C", "C", "N", "C", "C", "C", "C", "C", "C", "C", "O", "H", "H", "H", "H", "H", "H", "H", "H", "H", "H", "H", "H", "H", "H", "I", "C", "H", "H", "C", "N", "C", "C", "N", "C", "S", "H", "H", "H", "H", "H", "H", "C", "Ge", "C", "C", "C", "C", "C", "C", "C", "C", "C", "C", "C", "C", "C", "C", "C", "C", "C", "C", "H", "H", "H", "H", "H", "H", "H", "H", "H", "H", "H", "H", "H", "H", "H"], "positions_angstrom": [[-0.31719, -0.45047, 0.58723], [1.33711, 0.42244, 1.87302], [1.15254, 0.52057, 3.24641], [2.19059, 0.23848, 4.10850], [2.01629, 0.38618, 5.48098], [0.80964, 0.83013, 5.99009], [-0.23102, 1.09186, 5.11238], [-0.09817, 0.92710, 3.73699], [-1.34197, 1.11533, 2.96734], [-1.54391, 0.71392, 1.78087], [-2.85384, 0.87767, 1.12664], [-3.28234, -0.45563, 0.50081], [-2.10094, -1.20214, -0.00183], [-2.27607, -2.32248, -0.60603], [-1.25644, -3.21402, -1.08531], [-1.72164, -4.36957, -1.75413], [-0.87049, -5.31727, -2.25162], [0.51142, -5.11664, -2.09283], [0.99970, -4.01252, -1.44270], [0.14269, -3.02727, -0.90199], [0.69588, -2.03345, -0.26234], [3.14704, -0.09050, 3.72809], [2.84195, 0.16308, 6.14423], [0.67747, 0.97697, 7.05301], [-1.18904, 1.41957, 5.49961], [-2.15779, 1.59927, 3.50555], [-2.71796, 1.62960, 0.35064], [-3.60842, 1.22810, 1.83337], [-3.97558, -0.26140, -0.31876], [-3.79244, -1.06589, 1.24841], [-3.30567, -2.64118, -0.78077], [-2.79288, -4.49262, -1.87267], [-1.24848, -6.19501, -2.75598], [1.20633, -5.84424, -2.49526], [2.06559, -3.85337, -1.33350], [3.53395, 2.44408, 1.71229], [2.63983, 0.55408, 1.32024], [2.51072, 0.48902, 0.24818], [3.31790, -0.20999, 1.68421], [2.46549, -3.05707, 2.28344], [1.77040, -3.24220, 3.55158], [2.33591, -3.84226, 4.67438], [1.37522, -3.92126, 5.61098], [0.24001, -3.37212, 5.04322], [0.47380, -2.96090, 3.77871], [-0.71475, -2.25523, 2.78189], [3.35294, -2.44446, 2.44068], [1.79410, -2.58446, 1.57077], [2.76688, -4.02559, 1.88765], [3.36537, -4.15285, 4.69181], [1.39060, -4.32368, 6.60719], [-0.66521, -3.27647, 5.47208], [-0.18383, 0.67425, -0.63461], [-0.23204, 1.88551, -2.17627], [1.46037, 1.63228, -3.05826], [2.29309, 0.56835, -2.70180], [3.50746, 0.37789, -3.35051], [3.89399, 1.24375, -4.36427], [3.06876, 2.29850, -4.73412], [1.85796, 2.49368, -4.08310], [-0.51680, 3.68077, -1.54932], [-1.56362, 4.46375, -2.03814], [-1.72571, 5.77436, -1.59925], [-0.84370, 6.30982, -0.67217], [0.20483, 5.53973, -0.18243], [0.36762, 4.23375, -0.62030], [-1.71581, 1.22961, -3.23227], [-1.48304, 0.54439, -4.42485], [-2.54255, 0.01067, -5.15170], [-3.84398, 0.15440, -4.69343], [-4.09188, 0.83466, -3.50681], [-3.03324, 1.36632, -2.78220], [1.97831, -0.13602, -1.93638], [4.14791, -0.44964, -3.07165], [4.83826, 1.09395, -4.87199], [3.36961, 2.96879, -5.52914], [1.22795, 3.32803, -4.37306], [-2.25255, 4.05924, -2.77042], [-2.53777, 6.37708, -1.98567], [-0.96821, 7.33090, -0.33455], [0.89815, 5.96052, 0.53531], [1.19328, 3.64548, -0.23488], [-0.46952, 0.42137, -4.79019], [-2.35010, -0.51819, -6.07642], [-4.66748, -0.25737, -5.26292], [-5.10890, 0.95800, -3.15482], [-3.24194, 1.90823, -1.86521]], "mulliken_charge": [-1.516, 0.588, 1.287, -0.613, -0.772, -1.038, -0.988, 0.734, -0.531, 0.126, -0.938, -0.967, 0.518, -0.683, 0.956, -0.902, -0.850, -0.481, -0.876, 0.467, -0.381, 0.476, 0.491, 0.447, 0.417, 0.333, -0.085, 0.662, 0.466, 0.459, 0.328, 0.379, 0.418, 0.423, 0.475, 0.067, -0.813, 0.166, 0.497, -0.573, 0.362, -0.313, -0.662, 0.040, 0.161, -0.416, 0.300, -0.068, 0.450, 0.476, 0.438, 0.213, 1.051, 3.020, -0.321, 0.444, -0.828, -0.475, -0.769, -0.606, 0.464, -0.702, -0.660, -0.456, -0.720, -0.405, -0.098, -0.500, -0.738, -0.585, -0.991, 0.152, -0.081, 0.433, 0.389, 0.421, 0.450, 0.417, 0.411, 0.399, 0.423, 0.196, 0.380, 0.438, 0.412, 0.456, 0.425]}